# C35H44CuN11OSi

A structure of composition C35H44CuN11OSi (the ωB97M-V functional and the def2-TZVPD basis, the Open Molecules 2025 dataset).

As for the spin multiplicity: 2. The calculation puts the frontier orbital gap (alpha / beta) at 8.61 / 6.57 eV. The calculation puts the LUMO energy (alpha / beta) at -1.9 / -3.9 eV. As for the HOMO energy (alpha / beta): -0.38707 / -0.38587 Ha. The maximum force comes out at 0.0046 hartree/bohr. The total charge is +1. As for the expectation value of S²: 0.774.

```
93
Properties=species:S:1:pos:R:3:forces:R:3
Cu -0.329510 -0.674505 0.807053 0.12 -0.15 0.14
C -0.503001 4.965436 -0.091823 0.00 0.01 -0.05
N -0.743551 3.530761 -0.091433 -0.01 0.06 -0.06
C -0.119289 2.583712 0.602836 0.03 0.04 0.20
N -0.596792 1.396534 0.276141 -0.11 -0.12 -0.14
C -1.536014 1.694412 -0.667711 0.07 0.13 -0.02
N -1.648828 2.976491 -0.920792 -0.02 -0.09 0.05
C 0.238626 5.425898 -1.323978 -0.02 0.00 0.00
C -0.118777 6.617946 -1.936912 0.02 0.00 -0.02
C 0.582971 7.073719 -3.046188 0.04 -0.05 -0.01
C 1.637087 6.335467 -3.555451 -0.03 0.03 0.02
C 1.991032 5.132925 -2.946619 0.03 -0.01 -0.02
C 1.294845 4.683727 -1.832634 0.01 -0.03 0.01
C 3.100446 4.357597 -3.498599 0.07 0.04 -0.06
N 3.876008 4.670038 -4.477845 -0.09 0.02 0.04
N 4.763366 3.620806 -4.629140 0.05 -0.10 0.04
C 4.463209 2.751173 -3.728057 0.02 0.06 -0.07
O 3.412229 3.147973 -2.964438 -0.04 -0.04 0.06
C 5.102712 1.461100 -3.474152 -0.03 0.01 0.04
C 6.160520 1.060360 -4.288282 0.02 -0.02 -0.01
C 6.766821 -0.162788 -4.067286 -0.02 0.02 0.00
C 6.323029 -0.989753 -3.042602 0.01 0.02 -0.01
C 5.277077 -0.590000 -2.224701 -0.03 0.02 0.01
C 4.828916 -1.480912 -1.089740 0.02 0.04 -0.07
N 3.378368 -1.526940 -0.969540 0.05 -0.02 0.00
C 2.608403 -1.023702 -0.008992 0.05 0.03 0.09
N 1.336999 -1.224585 -0.306996 -0.18 0.02 -0.06
C 1.397810 -1.877467 -1.499780 0.07 0.05 -0.02
N 2.617466 -2.074807 -1.935661 -0.05 -0.02 0.04
C 4.666473 0.638688 -2.442653 0.02 0.00 0.00
H 0.062826 5.191130 0.813309 0.00 -0.01 0.01
H -1.467649 5.463400 -0.019151 -0.01 -0.01 0.01
H 0.635640 2.798597 1.341737 0.01 -0.02 -0.02
H -2.125154 0.940572 -1.159993 0.00 0.00 -0.01
H -0.952341 7.192609 -1.551163 0.00 0.00 -0.01
H 0.297803 8.003461 -3.519227 0.00 0.00 0.00
H 2.189958 6.670108 -4.422433 -0.01 0.01 0.00
H 1.578551 3.743993 -1.373367 0.00 0.01 0.00
H 6.486305 1.712207 -5.087210 0.01 -0.01 0.00
H 7.583122 -0.481788 -4.700792 0.00 0.00 0.00
H 6.792441 -1.953311 -2.884437 0.00 0.00 -0.01
H 5.208591 -1.120340 -0.132656 -0.01 0.00 0.01
H 5.190393 -2.497113 -1.234342 -0.02 -0.01 -0.01
H 2.990246 -0.541716 0.876475 0.00 0.01 -0.01
H 0.532505 -2.203962 -2.050856 0.00 0.01 -0.01
H 3.839280 0.959332 -1.820021 0.00 0.00 -0.01
C -1.487736 1.425131 3.825970 0.01 0.04 0.02
Si -0.154179 0.116645 3.818237 -0.04 -0.12 0.03
C 1.484819 0.779801 3.195597 -0.03 -0.01 -0.05
C 0.125328 -0.568403 5.531481 0.01 0.00 0.03
N -0.593645 -1.137254 2.648043 0.04 0.18 -0.14
C -1.323236 -2.267199 2.942620 -0.09 -0.09 0.03
C -1.187127 -3.410793 2.129794 0.04 0.07 0.06
C -1.924390 -4.552634 2.372764 -0.03 -0.03 0.05
C -2.833678 -4.589101 3.425556 0.01 0.01 -0.01
C -2.990891 -3.470219 4.236946 0.00 -0.03 -0.01
C -2.243053 -2.330253 4.009407 0.04 0.04 -0.08
H -1.213593 2.264669 4.469683 0.00 -0.01 -0.01
H -2.424788 1.012836 4.208294 0.00 0.01 -0.01
H -1.676842 1.809624 2.822450 -0.02 0.01 0.00
H 1.778880 1.710109 3.686387 -0.02 0.00 0.01
H 1.442502 0.945791 2.116950 0.07 0.02 0.01
H 2.267049 0.041644 3.391166 0.00 0.00 0.00
H 0.773567 0.112557 6.089365 0.00 0.00 -0.01
H 0.627460 -1.537646 5.488031 -0.01 0.01 0.00
H -0.790541 -0.689801 6.109715 0.00 -0.02 -0.01
H -0.461157 -3.374732 1.326413 0.00 -0.02 0.00
H -1.786879 -5.426178 1.748106 0.01 0.00 0.00
H -3.409566 -5.484625 3.617699 0.00 0.00 0.00
H -3.699413 -3.492236 5.054929 0.00 0.01 0.00
H -2.389451 -1.459426 4.634606 0.00 0.00 0.03
C -2.554657 -4.537555 -1.233141 -0.01 0.01 -0.01
C -3.418841 -3.391579 -1.753126 0.00 -0.02 0.00
N -3.933334 -2.505931 -0.711495 0.01 -0.01 0.03
C -5.330098 -2.690932 -0.311091 0.00 -0.02 0.01
C -5.534012 -3.850384 0.654135 0.00 0.00 0.00
C -3.109179 -1.639436 -0.086777 0.01 -0.01 -0.01
C -3.676307 -0.792589 1.017892 0.01 -0.02 -0.02
N -1.856474 -1.472133 -0.400692 -0.07 0.05 0.01
H -2.168033 -5.120085 -2.069804 0.00 0.00 0.00
H -3.134433 -5.202570 -0.594433 0.00 0.01 -0.01
H -1.710061 -4.173465 -0.647218 -0.01 -0.01 -0.02
H -4.282573 -3.793109 -2.281223 0.00 0.00 0.00
H -2.870338 -2.796410 -2.489695 0.00 0.01 0.00
H -5.910444 -2.852145 -1.220694 0.01 0.01 -0.01
H -5.699732 -1.767215 0.124685 0.00 0.01 0.00
H -5.261421 -4.800973 0.194806 0.00 0.00 0.00
H -6.582448 -3.911658 0.947453 0.00 0.00 0.00
H -4.929290 -3.723130 1.553821 0.00 0.00 -0.01
H -4.433963 -0.112041 0.625791 0.00 0.00 0.01
H -2.874630 -0.205861 1.457292 0.01 0.01 0.02
H -4.133991 -1.402628 1.796779 0.01 -0.01 -0.01
H -1.576349 -2.062961 -1.173370 -0.01 -0.04 0.01
```
Positions in Å, forces in eV/Å.